1.
The following is a quantum chemistry calculation of a 7-piece molecular cluster, C16H28ClFN7O5PS overall, from the OMol25 dataset.

```
! wB97M-V def2-TZVPD RIJCOSX def2/J DEFGRID3
* xyz 0 1
C -3.773 4.354 -1.853
C -4.921 3.900 -0.941
C -5.266 2.423 -1.036
Cl -3.878 1.513 -0.350
N -5.466 1.869 -2.401
C -5.831 0.423 -2.342
P -4.572 -0.582 -3.222
O -3.440 -0.971 -2.386
O -4.174 0.243 -4.504
O -5.400 -1.793 -3.842
S -6.702 2.589 -3.270
O -7.913 2.609 -2.533
O -6.687 2.044 -4.567
F -6.201 4.033 -3.375
H -3.662 3.698 -2.712
H -2.833 4.330 -1.310
H -3.943 5.362 -2.220
H -5.820 4.495 -1.067
H -4.614 4.066 0.090
H -6.113 2.197 -0.390
H -6.783 0.239 -2.840
H -5.947 0.085 -1.316
H -3.283 0.597 -4.333
H -6.109 -2.070 -3.248
C 0.286 -0.241 -2.122
C -0.255 0.856 -2.905
N -0.721 1.705 -3.523
H -0.126 -1.190 -2.458
H 1.368 -0.302 -2.200
H 0.025 -0.117 -1.071
C 5.009 -1.230 -0.346
C 3.853 -1.433 -1.203
N 2.941 -1.603 -1.882
H 5.270 -0.178 -0.282
H 4.813 -1.580 0.664
H 5.875 -1.767 -0.728
C 1.340 -1.144 1.834
C 2.598 -0.465 2.090
N 3.593 0.066 2.309
H 0.708 -0.563 1.164
H 1.510 -2.115 1.371
H 0.800 -1.308 2.765
C 3.125 -2.257 6.054
C 1.905 -2.438 5.287
N 0.942 -2.587 4.680
H 3.389 -1.203 6.123
H 3.007 -2.644 7.065
H 3.952 -2.784 5.583
C 7.430 1.810 2.248
C 7.523 0.535 1.556
N 7.585 -0.478 1.022
H 8.363 2.363 2.158
H 6.627 2.413 1.828
H 7.221 1.652 3.305
C 3.614 -4.579 2.201
C 4.459 -4.558 3.385
N 5.124 -4.542 4.320
H 4.010 -5.272 1.461
H 2.603 -4.888 2.461
H 3.566 -3.587 1.752
*
```

Calculated values
**HOMO-LUMO gap**: 10.837 eV
**Lowest unoccupied orbital energy**: 0.38 eV
**HOMO**: -10.5 eV

Atom charges from the Mulliken analysis, given in e for atoms 1 to 6: atom 1 (C): -1.1007, atom 2 (C): -0.8364, atom 3 (C): -0.2735, atom 4 (Cl): -0.0824, atom 5 (N): 0.3555, atom 6 (C): -1.2467

***

2.
The following is a quantum chemistry calculation of C16H28CuO11 as an isolated structure, from the OMol25 dataset.

```
! wB97M-V def2-TZVPD RIJCOSX def2/J DEFGRID3
* xyz -1 1
Cu 0.937 -1.379 -1.355
C -1.658 -5.546 -1.207
C -1.284 -5.685 -2.744
O 0.018 -5.202 -2.989
H -1.308 -6.342 -0.550
H -2.744 -5.634 -1.199
H -1.204 -4.748 -0.620
H -2.097 -5.162 -3.247
H -1.573 -6.650 -3.162
C 5.989 1.221 -5.305
C 4.635 0.502 -5.343
O 4.591 -0.648 -4.561
H 6.766 0.641 -5.802
H 6.282 1.311 -4.259
H 5.993 2.209 -5.766
H 4.383 0.455 -6.403
H 3.855 1.163 -4.965
C -1.476 -3.747 6.500
C -0.074 -3.086 6.675
C 1.087 -4.077 6.715
O 1.790 -3.502 5.606
C 1.153 -2.694 4.894
O 1.569 -2.303 3.763
O 0.085 -2.389 5.504
H -1.717 -4.694 6.985
H -1.737 -3.965 5.465
H -2.221 -3.044 6.871
H -0.139 -2.408 7.527
H 0.705 -5.086 6.560
H 1.688 -3.927 7.612
C -8.648 3.197 -2.768
C -8.320 1.744 -2.591
C -8.159 0.997 -3.791
O -6.759 0.489 -3.785
C -6.190 0.830 -2.617
O -5.036 0.456 -2.224
O -7.080 1.608 -1.955
H -9.455 3.236 -3.500
H -7.877 3.865 -3.152
H -8.838 3.708 -1.825
H -9.139 1.411 -1.952
H -8.523 1.564 -4.648
H -8.593 0.007 -3.651
C 6.887 4.581 2.194
C 5.551 5.064 1.637
C 5.225 5.093 0.210
O 4.034 4.387 0.061
C 3.504 4.080 1.163
O 2.373 3.453 1.272
O 4.324 4.642 2.154
H 7.813 5.127 2.014
H 7.023 3.567 1.819
H 6.787 4.661 3.276
H 5.710 6.118 1.863
H 5.992 4.437 -0.201
H 5.101 6.094 -0.203
*
```

Calculated values
**HOMO-LUMO gap**: 2.930 eV
**Lowest unoccupied orbital energy**: 0.21 eV
**HOMO**: -2.7 eV

Atom charges from the Mulliken analysis, given in e for atoms 1 to 6: atom 1 (Cu): 0.5754, atom 2 (C): -0.8404, atom 3 (C): -0.3043, atom 4 (O): -0.7389, atom 5 (H): 0.2465, atom 6 (H): 0.2758

***

3.
The following is a quantum chemistry calculation of C16H28MoN2O4PS2 as an isolated structure, from the OMol25 dataset.

```
! wB97M-V def2-TZVPD RIJCOSX def2/J DEFGRID3
* xyz 4 2
Mo 0.136 -0.015 -0.096
C 4.114 1.324 0.840
C 3.022 0.811 -0.013
O 1.905 0.589 0.608
C 3.204 0.550 -1.420
C 4.372 0.937 -2.079
C 4.528 0.675 -3.437
C 3.539 0.006 -4.150
C 2.363 -0.419 -3.524
C 2.226 -0.126 -2.197
O 1.083 -0.482 -1.506
H 3.809 1.377 1.881
H 4.388 2.333 0.511
H 5.007 0.704 0.730
H 5.157 1.458 -1.548
H 5.431 0.997 -3.940
H 3.674 -0.192 -5.207
H 1.591 -0.959 -4.057
C -5.617 0.903 -2.532
C -4.906 1.883 -1.655
O -3.538 1.253 -1.280
P -2.419 1.849 -0.463
S -1.873 0.486 1.022
S -0.641 1.767 -1.499
O -2.795 3.229 0.036
C -2.115 4.212 0.965
C -2.698 4.089 2.342
H -6.596 1.330 -2.761
H -5.774 -0.049 -2.031
H -5.091 0.745 -3.471
H -5.406 2.069 -0.710
H -4.666 2.819 -2.149
H -2.325 5.167 0.497
H -1.046 4.012 0.911
H -3.777 4.232 2.321
H -2.271 4.879 2.963
H -2.469 3.130 2.809
N 0.401 -3.897 3.525
C -0.917 -3.235 3.206
C -0.870 -2.601 1.824
N 0.222 -1.568 1.715
C 1.518 -2.287 1.964
C 1.560 -2.949 3.337
H 0.528 -4.737 2.950
H 0.390 -4.234 4.494
H -1.095 -2.498 3.990
H -1.704 -3.985 3.259
H -1.841 -2.167 1.606
H -0.669 -3.356 1.062
H 0.098 -0.913 2.492
H 2.351 -1.592 1.901
H 1.636 -3.031 1.175
H 1.503 -2.219 4.146
H 2.485 -3.511 3.452
*
```

Calculated values
**HOMO-LUMO gap (spin up / spin down)**: 6.179 / 6.521 eV
**Lowest unoccupied orbital energy (spin up / spin down)**: -15.03 / -14.76 eV
**HOMO (spin up / spin down)**: -21.2 / -21.3 eV

Atom charges from the Mulliken analysis, given in e for atoms 1 to 6: atom 1 (Mo): 1.3368, atom 2 (C): -1.6782, atom 3 (C): 1.4795, atom 4 (O): -0.4657, atom 5 (C): 0.2220, atom 6 (C): -0.8412

***

4.
The following is a quantum chemistry calculation of the molecule C16H28N2O4, from the OMol25 dataset.

```
! wB97M-V def2-TZVPD RIJCOSX def2/J DEFGRID3
* xyz 0 1
C 5.735 0.774 1.070
C 4.795 1.810 1.691
C 5.234 2.137 3.120
C 4.760 3.077 0.839
N 3.431 1.279 1.712
C 3.059 0.172 2.350
O 3.738 -0.568 3.024
N 1.671 -0.153 2.209
C 0.699 0.510 1.537
O 0.857 1.546 0.932
C -0.673 -0.168 1.631
O -1.568 0.423 0.712
C -1.266 0.219 -0.588
O -0.380 -0.510 -0.942
C -2.167 1.024 -1.487
C -2.562 0.255 -2.749
C -3.755 -0.684 -2.544
C -4.143 -1.329 -3.877
C -5.340 -2.260 -3.713
C -5.032 -3.346 -2.687
C -4.656 -2.713 -1.352
C -3.461 -1.776 -1.515
H 6.749 1.163 1.031
H 5.729 -0.133 1.668
H 5.413 0.530 0.060
H 4.562 2.868 3.564
H 5.219 1.235 3.725
H 6.242 2.543 3.119
H 4.435 2.847 -0.173
H 5.751 3.521 0.791
H 4.076 3.806 1.269
H 2.718 1.771 1.183
H 1.439 -1.018 2.680
H -0.571 -1.240 1.426
H -1.102 -0.008 2.623
H -3.039 1.351 -0.921
H -1.589 1.909 -1.765
H -1.697 -0.322 -3.084
H -2.815 0.970 -3.535
H -4.606 -0.091 -2.187
H -4.378 -0.552 -4.608
H -3.292 -1.899 -4.257
H -6.206 -1.683 -3.381
H -5.590 -2.714 -4.674
H -5.898 -3.998 -2.560
H -4.200 -3.957 -3.046
H -5.509 -2.147 -0.968
H -4.417 -3.491 -0.624
H -3.229 -1.324 -0.549
H -2.588 -2.346 -1.837
*
```

Calculated values
**Relative energy (zero: lowest compared OMol25 entry of this formula, charge and spin)**: 0.0 kJ/mol
**HOMO-LUMO gap**: 10.443 eV
**Lowest unoccupied orbital energy**: 0.65 eV
**HOMO**: -9.8 eV

Atom charges from the Mulliken analysis, given in e for atoms 1 to 6: atom 1 (C): -1.6636, atom 2 (C): 1.3927, atom 3 (C): -1.6606, atom 4 (C): -1.8140, atom 5 (N): -0.1427, atom 6 (C): 0.3904

***

5.
The following is a quantum chemistry calculation of a 2-piece molecular cluster, C16H28N2O5 overall, from the OMol25 dataset.

```
! wB97M-V def2-TZVPD RIJCOSX def2/J DEFGRID3
* xyz 0 1
C 3.237 -0.319 0.141
C 2.689 -0.796 1.525
O 3.758 -1.569 2.136
C 2.352 0.358 2.543
O 1.208 1.180 2.205
C 0.071 0.444 1.970
C -0.345 -0.739 2.717
C -1.576 -1.451 2.358
C -2.329 -0.944 1.235
N -1.955 0.196 0.525
C -2.841 0.575 -0.593
C -2.520 -0.450 -1.766
O -3.164 -0.042 -2.989
C -2.602 -0.700 -4.087
O -1.667 -0.267 -4.693
C -0.810 0.892 0.865
C -0.395 2.194 0.091
C 0.465 1.899 -1.216
C 1.772 2.776 -1.159
C 2.106 3.505 -2.552
N 1.959 2.615 -3.725
H 4.001 0.505 0.213
H 3.797 -1.198 -0.294
H 2.431 -0.090 -0.606
H 1.853 -1.516 1.331
H 3.306 -2.111 2.806
H 2.309 -0.067 3.587
H 3.242 1.050 2.546
H 0.269 -1.099 3.575
H -1.930 -2.380 2.940
H -3.255 -1.482 0.914
H -2.660 1.598 -0.994
H -3.919 0.501 -0.305
H -1.405 -0.437 -1.922
H -2.846 -1.496 -1.531
H -3.024 -1.680 -4.441
H -1.303 2.792 -0.210
H 0.139 2.847 0.835
H -0.201 2.154 -2.091
H 0.663 0.797 -1.305
H 2.687 2.198 -0.844
H 1.696 3.617 -0.409
H 1.417 4.388 -2.602
H 3.179 3.833 -2.460
H 1.070 2.779 -4.195
H 2.039 1.648 -3.415
C -2.574 -5.280 2.687
O -1.817 -4.401 3.363
H -3.235 -5.942 3.289
H -3.303 -4.861 1.949
H -2.038 -6.026 2.057
*
```

Calculated values
**Relative energy (zero: lowest compared OMol25 entry of this formula, charge and spin)**: 719.9 kJ/mol
**HOMO-LUMO gap**: 3.916 eV
**Lowest unoccupied orbital energy**: -1.44 eV
**HOMO**: -5.4 eV

Atom charges from the Mulliken analysis, given in e for atoms 1 to 6: atom 1 (C): -1.1746, atom 2 (C): 0.4767, atom 3 (O): -0.5724, atom 4 (C): -0.6185, atom 5 (O): -0.4614, atom 6 (C): 0.4294

***

6.
The following is a quantum chemistry calculation of a 4-piece molecular cluster, C16H28N3O7 overall, from the OMol25 dataset.

```
! wB97M-V def2-TZVPD RIJCOSX def2/J DEFGRID3
* xyz 1 1
N 1.076 -1.185 -1.629
C -0.065 -0.741 -2.075
N -1.011 -1.569 -2.472
C -2.330 -0.896 -2.682
C -2.642 0.174 -1.645
C -1.415 1.041 -1.303
N -0.221 0.651 -2.070
O -0.217 1.178 -3.379
H 1.853 -0.540 -1.666
H 1.151 -2.135 -1.293
H -1.171 -2.300 -1.779
H -2.417 -0.524 -3.704
H -3.089 -1.663 -2.580
H -3.453 0.799 -2.004
H -2.968 -0.307 -0.724
H -1.594 2.104 -1.384
H -1.164 0.872 -0.254
H 0.290 1.997 -3.293
O -0.153 2.559 2.730
C 0.175 1.415 2.683
O -0.205 0.582 1.664
C 0.253 -0.755 1.941
C 1.410 -0.596 2.914
C 1.000 0.649 3.694
H -0.577 -1.322 2.372
H 0.558 -1.229 1.010
H 1.576 -1.473 3.533
H 2.333 -0.398 2.365
H 0.369 0.405 4.549
H 1.858 1.232 4.012
O 3.375 -2.549 4.728
C 3.292 -2.015 5.796
O 2.488 -0.944 6.019
C 2.683 -0.458 7.364
C 3.256 -1.638 8.134
C 4.054 -2.366 7.055
H 3.370 0.389 7.329
H 1.730 -0.122 7.767
H 3.845 -1.340 8.998
H 2.446 -2.279 8.485
H 5.071 -1.981 6.968
H 4.071 -3.441 7.209
O -3.530 0.086 -5.238
C -3.115 0.865 -6.056
O -3.911 1.732 -6.704
C -3.155 2.454 -7.696
C -1.709 2.361 -7.234
C -1.687 1.000 -6.543
H -3.315 1.979 -8.665
H -3.513 3.479 -7.744
H -0.992 2.459 -8.046
H -1.501 3.146 -6.506
H -1.476 0.189 -7.242
H -0.990 0.971 -5.711
*
```

Calculated values
**HOMO-LUMO gap**: 8.768 eV
**Lowest unoccupied orbital energy**: -3.59 eV
**HOMO**: -12.4 eV

Atom charges from the Mulliken analysis, given in e for atoms 1 to 6: atom 1 (N): -0.2214, atom 2 (C): 0.3289, atom 3 (N): -0.2473, atom 4 (C): -0.4453, atom 5 (C): -0.6908, atom 6 (C): 0.0700

***

Question: What is the formula in the fifth record?
Answer: C16H28N2O5